{
  "formula": "CH2O4Zn",
  "method": "the ωB97M-V functional and the def2-TZVPD basis",
  "symbols": ["O", "Zn", "O", "H", "C", "O", "O", "H"],
  "coordinates": [[0.32, 0.94, -0.45], [1.81, 0.01, 0.08], [1.79, -1.43, 1.07], [1.38, -1.57, 1.92], [-0.91, 0.83, -0.36], [-1.50, 1.69, 0.41], [-1.68, 0.14, -1.13], [-1.21, -0.61, -1.53]],
  "lowdin_spin": [0.0791, 0.0028, 0.0014, 0.0000, 0.0438, 0.8484, 0.0215, 0.0031],
  "charge": 1,
  "s_squared": 0.754,
  "homo_lumo_gap_ev": [9.36, 6.61],
  "spin_multiplicity": 2
}

{
  "formula": "CH2O5P",
  "method": "the ωB97M-V functional and the def2-TZVPD basis",
  "symbols": ["C", "O", "O", "O", "O", "O", "P", "H", "H"],
  "coordinates": [[1.59, 0.00, -0.18], [0.58, -0.92, -0.02], [2.53, -0.44, -0.83], [-1.14, 1.01, -0.01], [-1.88, -1.28, 0.19], [1.44, 1.03, 0.51], [-0.71, -0.35, 0.87], [-0.32, 1.53, 0.03], [-2.09, -0.60, -0.56]],
  "lowdin_charge": [-0.8733, -0.2315, -0.0120, -0.3075, -0.3279, -0.1053, 0.7556, 0.0226, 0.0793],
  "charge": -1,
  "homo_lumo_gap_ev": 8.97,
  "smiles": "O=C([O-])OP(O)O"
}

{
  "formula": "CH2O5P2",
  "method": "the ωB97M-V functional and the def2-TZVPD basis",
  "symbols": ["C", "O", "O", "O", "O", "O", "P", "P", "H", "H"],
  "coordinates": [[0.48, -0.03, -0.30], [-2.58, -0.58, 1.54], [-2.89, -0.55, -1.12], [0.81, -1.17, -0.44], [-2.80, 1.56, 0.24], [3.06, -0.31, -0.46], [2.14, 1.03, -0.27], [-2.66, 0.09, 0.22], [2.49, -1.21, -0.48], [1.94, 1.16, 1.06]],
  "lowdin_charge": [-0.4811, -0.4237, -0.4401, -0.2353, -0.4422, -0.6029, 0.5810, 0.1664, 0.0456, -0.1677],
  "charge": -2,
  "homo_lumo_gap_ev": 5.58
}

{
  "formula": "CH2OS2",
  "method": "the ωB97M-V functional and the def2-TZVPD basis",
  "symbols": ["C", "O", "S", "S", "H", "H"],
  "coordinates": [[-0.30, -0.16, 0.04], [-0.99, -1.76, 1.90], [-3.39, -0.14, 1.88], [-1.47, -0.56, 1.25], [-0.39, 0.80, -0.41], [0.63, -0.66, 0.18]],
  "lowdin_charge": [-0.1696, -0.4993, 0.2146, 0.4235, 0.0072, 0.0236],
  "homo_lumo_gap_ev": [8.24, 8.24],
  "smiles": "C=S(=O)=S"
}